# 1
The following is a DFT calculation (ωB97M-V with the def2-TZVPD basis set) of an isolated ion of composition C3H9N2S and charge +1 at a distorted geometry.

Calculated values
E_LUMO = -4.49 eV
Gap between HOMO and LUMO = 9.2 eV
Structure (SMILES) = C[C@H](S)C(N)=[NH2+]
HOMO energy = -13.690 eV
Relative energy (zero: lowest compared OMol25 entry of this formula, charge and spin) = 1.028 eV
E_tot = -17065.139 eV

```
! wB97M-V def2-TZVPD RIJCOSX def2/J DEFGRID3
* xyz 1 1
C 0.76624 -0.11940 0.45084
C -1.79428 0.01465 0.02487
C -0.43669 0.59706 -0.14270
N 1.95953 0.41982 0.62913
N 0.75082 -1.53079 0.78766
S 0.15900 0.53315 -2.03398
H -2.08225 -1.05713 -0.11308
H -2.33611 0.21637 0.99704
H -2.42698 0.65467 -0.62870
H -0.42171 1.71921 0.02369
H 2.11270 1.28074 0.22086
H 2.83154 -0.10084 0.95383
H -0.03531 -2.10633 0.52457
H 1.69163 -1.80211 0.87215
H -0.73812 1.28094 -2.56617
*
```

***

# 2
The following is a DFT calculation (ωB97M-V with the def2-TZVPD basis set) of a 2-piece molecular cluster, C3H9N2S2 overall at a distorted geometry.

Calculated values
E_LUMO (alpha / beta) = -5.51 / -5.30 eV
Gap between HOMO and LUMO (alpha / beta) = 7.4 / 7.2 eV
HOMO energy (alpha / beta) = -12.937 / -12.499 eV
Relative energy (zero: lowest compared OMol25 entry of this formula, charge and spin) = 3.824 eV
E_tot = -27897.060 eV

```
! wB97M-V def2-TZVPD RIJCOSX def2/J DEFGRID3
* xyz 1 1
C -2.89769 0.75974 1.59797
C -2.40929 -0.65126 1.41631
C 0.01523 0.15392 0.37818
N 1.13550 0.67948 0.00497
N 2.75353 -0.02469 -1.83173
S -1.90327 1.78141 2.78612
S -1.11420 -0.95984 0.01953
H -3.32918 1.29848 0.70756
H -3.69257 0.48992 2.27384
H -2.12700 -0.86495 2.41054
H -3.22840 -1.40289 1.00845
H 1.71607 0.52133 -0.99701
H 1.40679 1.39940 0.56881
H 2.45826 -0.91289 -2.43926
H 3.30731 -0.31129 -1.00725
H 3.41412 0.40395 -2.47710
*
```

***

# 3
The following is a DFT calculation (ωB97M-V with the def2-TZVPD basis set) of a 2-piece molecular cluster, C3H9N3 overall at a distorted geometry.

Calculated values
E_LUMO = 0.85 eV
Gap between HOMO and LUMO = 10.3 eV
Structure (SMILES) = [H]/N=C/C.[H]/N=C\N
HOMO energy = -9.466 eV
Relative energy (zero: lowest compared OMol25 entry of this formula, charge and spin) = 2.054 eV
E_tot = -7725.520 eV

```
! wB97M-V def2-TZVPD RIJCOSX def2/J DEFGRID3
* xyz 0 1
C -1.21730 -0.34673 0.66915
C 1.85289 -0.69770 0.16879
C 0.85073 0.15784 -0.56287
N -1.90420 0.84563 0.58312
N -1.40171 -1.35479 -0.16262
N 0.79793 1.45539 -0.46925
H -0.77764 -0.53830 1.65706
H -1.92529 1.22354 -0.35929
H -1.51706 1.56143 1.19341
H -2.05306 -1.06280 -0.89644
H 0.39463 -0.38583 -1.44946
H 0.60611 1.86865 -1.38589
H 1.93123 -0.36475 1.20547
H 2.82622 -0.61961 -0.32074
H 1.53653 -1.74196 0.12954
*
```